Record 1
Molecular formula: C28H84O14
Method: DFT, the ωB97M-V functional and the def2-TZVPD basis

Its total energy is -59057.67542 eV. As for the spin multiplicity: 1. The calculation puts the HOMO energy at -9.45 eV. The total charge is 0.

```
126
Properties=species:S:1:pos:R:3:forces:R:3
C 1.59428 1.30741 -4.38796 -0.53 -0.01 -1.27
C 2.21917 2.16036 -5.52957 0.13 -0.40 1.47
O 1.66986 1.76065 -6.79415 0.52 0.63 0.90
H 1.77893 1.56338 -3.34465 0.52 0.17 -0.18
H 1.71792 0.23978 -4.56955 0.27 -0.01 0.19
H 0.53359 1.49808 -4.55133 -0.39 -0.19 0.34
H 3.30886 2.14939 -5.55334 -0.03 -0.54 -0.37
H 2.00197 3.18160 -5.21654 -0.31 0.43 -0.67
H 0.75341 2.04072 -6.73688 -0.25 -0.11 -0.31
C 5.55213 -1.15262 -2.43268 0.09 0.24 -0.13
C 4.21074 -1.46690 -2.99665 -1.37 -0.11 0.54
O 3.16665 -1.67900 -2.05135 -0.06 -0.49 -0.08
H 6.18116 -1.31641 -3.30766 0.77 0.05 0.41
H 5.80773 -1.75934 -1.56397 0.20 -0.11 -0.22
H 5.57910 -0.09425 -2.17340 0.24 -0.02 0.20
H 4.21460 -2.40857 -3.54560 0.14 0.21 -0.34
H 3.94992 -0.61101 -3.61916 -0.20 -0.23 -0.60
H 3.02229 -0.92666 -1.47279 0.10 0.38 0.39
C 0.50690 1.77593 4.15143 -0.30 -2.20 -0.20
C 1.89125 1.97698 3.59260 -1.25 1.14 0.06
O 2.15126 3.32691 3.83766 1.61 1.73 0.08
H 0.34079 0.71013 3.99465 -0.50 -0.42 0.57
H -0.32161 2.21363 3.59457 0.33 0.57 -0.24
H 0.41864 2.04744 5.20338 0.18 -0.09 -0.07
H 1.90415 1.78772 2.51923 0.19 -0.46 -0.07
H 2.67581 1.42429 4.10943 -0.20 -0.21 -0.06
H 1.52971 3.88336 3.36264 -0.12 -0.13 -0.07
C 2.64405 -5.04797 1.98964 0.71 -0.63 0.59
C 1.14862 -5.02686 1.82187 1.69 -0.61 -1.37
O 0.68627 -3.77538 2.22030 -0.75 0.25 0.68
H 3.10818 -4.20551 1.47687 -0.10 0.17 0.21
H 3.11319 -5.93596 1.56597 -0.29 -0.19 -0.19
H 2.92544 -5.09025 3.04184 0.08 0.41 0.10
H 0.66252 -5.88402 2.28778 -0.19 0.15 0.26
H 1.05039 -5.09796 0.73863 -0.66 -0.28 -0.23
H -0.13022 -3.68770 1.72305 -0.59 0.58 -0.16
C -2.21365 -3.75220 4.28796 -0.92 0.16 1.30
C -1.87270 -2.27715 4.14236 2.14 -1.00 -1.72
O -2.31450 -1.87003 2.85433 -1.29 0.79 -0.23
H -1.68584 -4.20890 5.12518 -0.07 0.02 0.12
H -1.97028 -4.35454 3.41271 0.29 0.36 -0.23
H -3.28789 -3.86389 4.43503 -0.09 -0.17 0.15
H -0.80069 -2.28083 3.94514 0.59 0.25 1.13
H -2.07674 -1.52409 4.90352 -0.57 -0.46 0.00
H -2.00952 -2.59094 2.29856 -0.19 0.21 -0.67
C -5.25308 1.33396 2.79119 0.50 -0.63 1.76
C -3.78220 1.20478 3.39462 -3.24 0.97 -1.40
O -2.97848 1.12523 2.28909 2.13 -0.06 -1.20
H -5.55520 0.47062 2.19834 0.16 -0.12 0.08
H -5.39133 2.22595 2.18017 0.38 0.05 0.12
H -5.88991 1.40507 3.67295 -0.57 0.03 -0.17
H -3.64012 0.33822 4.04037 -0.18 0.32 0.37
H -3.65490 2.19823 3.82469 0.61 -0.37 0.71
H -2.97762 0.21347 1.98861 0.28 -0.29 -0.17
C -4.11287 4.71431 0.70764 0.44 1.58 0.74
C -3.00879 4.61819 1.80481 -0.76 -0.05 -1.18
O -2.17154 3.62269 1.32608 1.92 -1.08 -0.23
H -3.64592 5.17301 -0.16395 0.12 0.00 -0.06
H -4.88974 5.41600 1.01129 -0.39 -0.25 -0.05
H -4.49882 3.76446 0.33761 -0.07 -0.11 0.62
H -3.32146 4.40608 2.82723 -0.49 -0.08 -0.01
H -2.35563 5.48845 1.86908 -0.51 0.46 -0.15
H -2.48515 2.75629 1.59551 -0.15 -0.63 0.19
C 4.64006 -1.18943 2.47643 0.43 0.76 -0.22
C 3.44585 -1.66283 3.20359 -0.75 -1.81 2.11
O 2.31190 -1.63315 2.43715 -1.56 1.81 -2.04
H 4.82249 -1.72906 1.54712 0.05 -0.06 0.09
H 5.52652 -1.15533 3.10976 0.02 -0.29 -0.02
H 4.41959 -0.14795 2.24228 0.16 0.14 -0.40
H 3.24320 -1.08252 4.10374 0.37 0.47 0.17
H 3.42053 -2.68726 3.57508 1.25 -0.32 0.21
H 1.72219 -2.39056 2.42444 0.12 -0.72 0.38
C -0.18878 0.15286 0.83874 -1.75 -0.36 -0.85
C 0.80228 -0.06163 -0.30410 0.69 0.83 1.85
O 2.09896 -0.16440 0.24131 1.30 0.65 -0.90
H -1.16231 0.41864 0.42680 -0.31 -0.12 -0.53
H -0.09796 0.97794 1.54521 1.06 -0.14 -0.06
H -0.42035 -0.77692 1.35835 0.38 0.00 0.37
H 0.89111 0.85328 -0.88988 -0.55 -0.30 -0.61
H 0.63668 -0.97359 -0.87770 -0.68 0.28 -0.40
H 2.14180 -0.73476 1.01232 -0.13 -0.49 0.61
C -3.11044 -3.44376 -1.14363 -2.12 0.19 -0.63
C -2.20890 -4.29930 -0.33618 -1.32 -0.94 -0.62
O -1.39500 -3.41857 0.31374 2.96 0.73 1.86
H -2.66585 -2.51543 -1.50228 0.55 -0.27 0.03
H -3.94011 -3.12550 -0.51240 -0.26 0.07 -0.18
H -3.49792 -3.95550 -2.02459 -0.25 -0.05 0.04
H -1.82599 -5.07750 -0.99639 1.23 0.09 0.13
H -2.65228 -4.85198 0.49210 -0.71 -0.05 -0.26
H -0.76964 -2.99477 -0.27865 -0.03 0.29 -0.31
C -0.71567 -3.55094 -4.76948 -0.93 -0.02 -1.02
C -0.76834 -2.05170 -4.41650 1.96 -1.60 -2.31
O -0.44786 -1.93898 -3.10086 -0.73 0.59 3.33
H -1.57335 -4.12817 -4.42411 -0.29 0.23 0.14
H 0.14575 -4.09525 -4.38247 0.38 0.47 0.16
H -0.68341 -3.67884 -5.85147 -0.02 -0.05 -0.11
H -1.64324 -1.52184 -4.79319 -0.27 -0.13 0.73
H 0.10142 -1.60228 -4.89571 -0.16 0.24 -1.02
H 0.11389 -2.69081 -2.89889 0.23 0.20 0.13
C -3.70000 0.30918 -1.42391 -1.17 -0.07 0.43
C -2.70375 0.20658 -2.51496 0.40 -0.80 -0.35
O -2.65787 1.31351 -3.35379 -0.13 0.11 -0.76
H -3.70162 -0.65461 -0.91477 0.17 0.26 0.74
H -4.72118 0.38542 -1.79737 -0.05 0.14 -0.40
H -3.56976 1.19169 -0.79756 0.29 -0.30 0.38
H -2.96236 -0.67939 -3.09486 0.15 -0.05 -0.28
H -1.69951 0.05214 -2.12031 0.11 -0.34 0.26
H -2.23378 1.95218 -2.77600 -0.18 0.83 -0.01
C 2.45170 3.60126 -0.14490 0.06 0.51 -0.01
C 3.59427 3.37917 0.77652 1.86 -1.21 -0.47
O 4.78341 3.59063 -0.05190 -0.48 0.40 0.26
H 2.59425 4.56201 -0.63962 -0.36 0.22 0.12
H 1.53470 3.56475 0.44321 -0.31 -0.04 -0.42
H 2.51643 2.85386 -0.93566 -0.40 -0.17 0.14
H 3.58972 2.32500 1.05368 -0.04 -0.16 0.24
H 3.62149 3.94177 1.70971 -0.07 0.43 -0.25
H 5.55747 3.11938 0.26487 -0.21 -0.08 0.35
C -0.88716 4.12470 -3.25153 0.41 0.35 -0.85
C -0.65608 3.68811 -1.80936 -0.70 0.05 -2.03
O -1.95970 3.16945 -1.52614 0.83 0.12 1.06
H -1.42316 3.37190 -3.82955 0.03 -0.37 0.34
H 0.01036 4.27762 -3.85083 0.26 0.42 0.27
H -1.55334 4.98456 -3.32182 0.28 0.26 0.20
H -0.35311 4.50461 -1.15390 -0.22 0.02 0.08
H 0.12618 2.92909 -1.80163 -0.07 -0.28 0.32
H -2.03808 3.22878 -0.57119 -0.48 -0.15 0.75
```
Positions in Å, forces in eV/Å.

Record 2
Molecular formula: C14H27AlF5N3O2Te
Method: DFT, the ωB97M-V functional and the def2-TZVPD basis

Its total energy is -50989.03949 eV. As for the spin multiplicity: 1. The calculation puts the HOMO energy at -16.56 eV. The total charge is +2.

```
53
Properties=species:S:1:pos:R:3:forces:R:3
Al 0.02728 -0.05968 -0.47976 -0.07 -0.36 -0.12
C 2.89997 -0.07228 0.22541 -0.04 -0.03 -0.04
N 2.06213 0.17671 -0.98899 0.00 0.07 0.01
C 2.54572 -0.76907 -2.04829 -0.06 0.07 0.00
C 2.34156 1.54075 -1.52348 0.05 0.05 0.03
C 1.26737 2.50658 -1.10113 -0.02 0.04 0.00
N -0.07068 1.87805 -1.29242 -0.01 0.06 0.03
C -1.06953 2.82755 -0.72782 -0.02 -0.02 -0.02
C -0.31655 1.74628 -2.76417 0.00 0.01 0.03
H 3.95374 -0.05025 -0.05531 0.00 -0.03 0.01
H 2.66553 -1.05018 0.64017 -0.01 -0.02 0.01
H 2.72716 0.69228 0.97756 0.02 0.03 0.00
H 3.56729 -0.48992 -2.31094 -0.01 -0.01 -0.03
H 1.91373 -0.69804 -2.93173 -0.01 -0.03 0.01
H 2.54815 -1.78244 -1.68886 -0.03 -0.24 0.13
H 2.37792 1.47910 -2.60908 0.00 0.02 0.00
H 3.32159 1.88704 -1.19325 0.01 -0.02 -0.01
H 1.32681 3.42395 -1.69125 0.00 0.00 0.00
H 1.36700 2.80143 -0.05896 -0.01 0.02 0.00
H -0.89640 3.82591 -1.13257 -0.01 0.00 0.00
H -0.98900 2.86222 0.35634 0.00 0.01 0.00
H -2.08623 2.54855 -1.00249 -0.01 -0.01 0.01
H -0.08366 2.68853 -3.26255 -0.01 0.00 -0.01
H -1.35795 1.50248 -2.95379 0.00 0.00 -0.01
H 0.29973 0.95722 -3.19246 0.00 0.00 0.00
O -1.81771 -0.12880 -1.02886 0.14 -0.01 -0.21
C -2.84791 -1.16498 -0.78859 -0.08 -0.02 -0.01
C -3.26773 -1.12466 0.65642 0.03 0.07 0.08
C -2.15143 -1.54219 1.62890 0.01 -0.09 -0.30
C -1.25310 -0.47289 2.19434 -0.12 0.02 -0.02
C -1.31964 -0.25067 3.56542 -0.01 0.04 0.01
C -0.52967 0.69731 4.18417 -0.01 -0.01 0.01
C 0.32534 1.45676 3.39891 -0.01 0.01 -0.02
C 0.35243 1.20159 2.05304 0.01 0.02 0.03
N -0.39256 0.25632 1.43065 0.22 -0.06 0.03
H -2.27485 0.69970 -1.20478 0.01 0.04 0.07
H -2.39178 -2.10484 -1.08330 -0.02 0.08 0.05
H -3.67205 -0.93912 -1.46244 0.03 0.01 -0.03
H -4.09659 -1.82643 0.76474 0.01 -0.01 0.00
H -3.67099 -0.13874 0.90504 -0.03 -0.01 0.01
H -1.55013 -2.30137 1.13328 -0.28 0.22 0.26
H -2.60520 -2.03786 2.48303 0.00 -0.02 0.01
H -2.00748 -0.84537 4.14898 0.01 -0.01 0.00
H -0.58222 0.84449 5.25476 -0.01 0.01 0.00
H 0.95873 2.22604 3.81622 0.00 0.00 0.00
H 1.00331 1.78584 1.42474 0.04 -0.03 -0.01
F 0.76232 -4.18328 -1.79566 -0.03 -0.08 0.07
Te 0.48432 -3.51323 -0.11343 0.34 0.02 -0.03
F 0.48640 -2.75298 1.60114 -0.19 -0.25 -0.13
F -1.31568 -3.88449 -0.37105 0.00 0.13 0.39
F 2.32672 -3.41038 -0.00109 -0.06 0.22 -0.04
F 0.51947 -5.11467 0.76457 0.19 -0.08 -0.28
O 0.18499 -1.80391 -0.74937 0.06 0.20 0.05
```
Positions in Å, forces in eV/Å.

Record 3
Molecular formula: C3H6N2O
Method: DFT, the ωB97M-V functional and the def2-TZVPD basis

Its total energy is -8229.90174 eV. As for the spin multiplicity: 1. The calculation puts the HOMO energy (spin up / spin down) at -7.77 / -7.77 eV. The total charge is 0.

```
12
Properties=species:S:1:pos:R:3:forces:R:3
C 2.41807 0.20918 -0.85566 0.36 -1.06 -2.23
C 0.33896 -0.12676 0.31476 0.02 -3.44 1.26
C -0.44374 -1.39901 0.44467 -1.35 1.26 2.16
N 2.22965 -0.04935 -1.96090 0.08 0.61 -0.13
N -1.67481 1.42012 0.05720 -1.42 0.51 -0.59
O -0.05425 0.97836 0.13877 -0.48 3.48 -0.20
H 2.62092 0.06783 0.13783 0.70 0.51 1.70
H -1.54043 -1.18684 0.40841 0.67 -0.29 0.43
H -0.10665 -2.05521 1.30964 -0.48 1.25 -0.79
H -0.23968 -1.98526 -0.37603 0.71 -1.22 -2.19
H -1.72430 2.25775 -0.58522 0.78 -1.28 0.53
H -1.82376 1.86919 0.96653 0.41 -0.34 0.03
```
Positions in Å, forces in eV/Å.

Record 4
Molecular formula: C3HBrCl2FO2
Method: DFT, the ωB97M-V functional and the def2-TZVPD basis

Its total energy is -105024.63637 eV. As for the spin multiplicity: 3. The calculation puts the HOMO energy (spin up / spin down) at -3.17 / -4.90 eV. The total charge is -1.

```
10
Properties=species:S:1:pos:R:3:forces:R:3
C -1.48348 -0.62000 -0.55441 2.04 -0.14 -1.53
C 0.77849 1.28080 0.35483 -0.38 4.03 -0.12
C -0.09875 -0.98991 -0.09788 0.33 -2.12 0.86
O -1.88441 0.39262 0.00345 -1.57 0.81 0.52
O -1.80754 -1.33504 -1.50495 -1.52 -0.04 -0.39
F 1.29901 1.76493 -0.81878 -0.34 -0.69 0.28
Cl 2.03159 0.96192 1.45413 0.59 -0.20 0.51
Cl -0.05112 -1.57437 1.50954 -0.24 -0.02 1.16
Br 1.20294 -1.92504 -1.06067 0.31 -0.10 -0.96
H 0.01325 2.04408 0.71474 0.78 -1.53 -0.32
```
Positions in Å, forces in eV/Å.

Record 5
Molecular formula: C28H48BrN3P2PbS
Method: DFT, the ωB97M-V functional and the def2-TZVPD basis

Its total energy is -138965.15312 eV. As for the spin multiplicity: 1. The calculation puts the HOMO energy (spin up / spin down) at -11.41 / -11.08 eV. The total charge is +2.

```
84
Properties=species:S:1:pos:R:3:forces:R:3
N 3.27146 4.46766 1.42466 -0.32 -0.85 -0.17
C 2.77381 3.66578 2.38462 0.04 -0.02 -0.21
C 2.38923 2.33839 2.17761 0.04 0.01 -0.19
C 2.48857 1.76142 0.88707 0.71 0.43 0.08
C 3.04697 2.59913 -0.10801 -0.24 -0.12 0.17
C 3.40871 3.91174 0.20726 0.00 0.02 0.12
C 2.10770 0.36315 0.65181 2.95 0.98 1.72
Pb 0.00000 0.00000 0.00000 1.48 -5.35 -10.71
P -0.98734 -2.11048 -0.58496 -3.05 -6.51 -1.40
C 2.14133 -0.25694 -0.62555 2.27 -0.92 -2.08
C 2.50413 -1.66471 -0.84540 0.37 -0.61 -0.10
C 2.90618 -2.09489 -2.13225 -0.11 -0.19 0.02
C 3.22531 -3.43140 -2.39943 -0.14 0.28 0.28
C 3.15211 -4.37068 -1.36238 -0.03 0.01 0.19
C 2.80690 -3.97240 -0.05918 0.00 0.09 -0.36
C 2.49588 -2.63422 0.18821 -0.15 0.17 -0.22
Br 3.51726 -6.21199 -1.71742 -0.12 0.64 0.13
H 2.22289 -0.27723 1.53525 -0.03 0.19 -0.38
H 2.33526 0.38528 -1.49203 -0.03 -0.14 0.28
H 2.01115 1.74332 3.01595 0.40 0.29 -0.27
H 3.22126 2.21993 -1.11935 0.04 0.22 0.36
H 2.68095 4.11048 3.38598 0.10 -0.20 -0.46
H 3.84214 4.55637 -0.57098 -0.17 -0.30 0.39
H 2.95712 -1.36323 -2.94600 0.03 -0.27 0.27
H 2.22125 -2.33434 1.20405 0.20 -0.17 -0.26
H 3.51685 -3.74394 -3.40600 -0.08 0.14 0.41
H 2.77779 -4.70834 0.74919 0.05 0.28 -0.32
P -0.81582 1.67887 -1.57632 -2.21 4.18 -4.25
C -0.86979 -3.32546 0.84619 0.13 0.81 0.52
C -0.89649 -4.83569 0.58172 0.01 -0.22 -0.36
H -1.67112 -3.03187 1.55094 0.27 -0.09 -0.27
H 0.07579 -3.05721 1.34569 -0.28 -0.18 -0.06
H -0.75545 -5.38869 1.52872 -0.07 0.37 -0.39
H -1.84878 -5.16980 0.13947 0.39 0.17 0.21
H -0.07898 -5.13401 -0.09628 -0.30 0.09 0.26
C -0.28767 -3.05497 -2.04192 0.68 0.53 -0.06
C -1.15299 -4.06776 -2.80099 -0.48 -0.10 0.05
H 0.62748 -3.54134 -1.66646 -0.30 0.21 -0.08
H 0.06135 -2.27452 -2.73925 -0.07 -0.31 0.13
H -0.57545 -4.48656 -3.64524 -0.17 0.27 0.42
H -1.46652 -4.91112 -2.16534 0.16 0.35 -0.26
H -2.06011 -3.60108 -3.22288 0.37 -0.21 0.15
C -2.82415 -2.03104 -0.96605 0.17 0.86 -0.06
C -3.73028 -3.23567 -0.68236 0.04 -0.40 0.21
H -2.88321 -1.73481 -2.03053 0.03 -0.11 0.36
H -3.19056 -1.15871 -0.40300 -0.04 -0.29 -0.12
H -4.77909 -2.98776 -0.92913 0.54 -0.01 0.08
H -3.44936 -4.12314 -1.27052 -0.12 0.40 0.22
H -3.70325 -3.51428 0.38556 -0.03 0.12 -0.45
C -2.50967 2.47443 -1.41163 0.01 -0.02 0.60
C -3.67394 1.49571 -1.26040 -0.14 -0.26 -0.04
H -2.66315 3.13813 -2.28518 0.32 -0.36 0.31
H -2.46056 3.12878 -0.52271 -0.02 -0.25 -0.34
H -4.62885 2.03474 -1.12694 0.47 -0.24 -0.05
H -3.77938 0.84120 -2.14261 0.01 0.28 0.31
H -3.51983 0.84759 -0.38190 -0.17 0.30 -0.21
C -0.96776 1.02476 -3.32599 -0.03 -0.51 0.31
C 0.34576 0.45155 -3.86638 0.25 -0.01 -0.08
H -1.35577 1.82551 -3.98600 0.15 -0.26 0.54
H -1.73370 0.22813 -3.29009 0.21 0.29 -0.10
H 0.20348 -0.00210 -4.86335 0.05 0.21 0.47
H 1.12143 1.23190 -3.96069 -0.31 -0.31 0.01
H 0.72986 -0.32422 -3.18231 -0.04 0.21 -0.34
C 0.16056 3.24571 -1.90290 0.58 -0.30 0.27
C 0.16046 4.21483 -0.71469 -0.15 0.16 0.26
H -0.23733 3.73547 -2.81374 0.01 -0.48 0.39
H 1.19426 2.92987 -2.12656 -0.34 0.19 0.04
H 0.87096 5.04216 -0.88050 -0.31 -0.38 0.03
H -0.83746 4.65921 -0.55459 0.41 -0.14 -0.12
H 0.46162 3.69970 0.21285 -0.02 0.20 -0.25
C -0.86798 1.17018 5.67159 0.15 -0.15 0.78
N -0.28315 0.87216 4.37662 -0.23 2.19 -3.02
C -0.46696 1.65228 3.18690 -1.59 2.84 5.21
S -0.25799 0.91286 1.76072 -2.79 5.27 10.97
N -0.82011 3.04231 3.18325 0.69 -3.61 0.17
C -0.55269 3.97542 4.25679 0.38 0.85 0.45
H -1.52039 2.05147 5.64648 0.38 -0.31 -0.09
H -0.04625 1.29732 6.40614 -0.69 0.08 -0.20
H -1.49681 0.31934 5.97094 0.24 0.23 0.01
H 0.19280 -0.03770 4.27892 -0.58 0.95 -0.30
H -1.15293 3.45669 2.29786 0.52 -0.85 0.72
H 0.09039 4.79035 3.86512 -0.42 -0.36 0.21
H -1.50231 4.41098 4.61687 0.53 -0.18 0.06
H 0.01284 3.51258 5.08657 -0.46 0.17 -0.54
```
Positions in Å, forces in eV/Å.